Entry 1:
{
  "formula": "C3H3N",
  "method": "the ωB97M-V functional and the def2-TZVPD basis",
  "e_above_lowest_kj_mol": 426.3,
  "homo_ev": [-8.23, -7.89],
  "e_tot_ev": -4644.1059,
  "gap_ev": [8.15, 7.71],
  "species": ["C", "C", "C", "N", "H", "H", "H"],
  "xyz": [[-0.39111, 0.56601, -0.66523], [0.76701, 0.34484, -1.13134], [-0.88180, 0.08128, 0.91801], [-0.40058, -0.80440, 1.57060], [-1.31197, 0.97002, -1.12960], [1.80030, 0.20708, -1.28324], [0.41815, -1.36482, 1.72080]]
}

Entry 2:
{
  "formula": "C3H3N2O2",
  "method": "the ωB97M-V functional and the def2-TZVPD basis",
  "charge": -1,
  "e_above_lowest_kj_mol": 372.1,
  "homo_ev": -2.06,
  "e_tot_ev": -10232.1703,
  "gap_ev": 6.01,
  "species": ["C", "C", "C", "N", "N", "O", "O", "H", "H", "H"],
  "xyz": [[-1.13800, 0.18054, -0.59884], [-0.49355, -1.01134, -0.15752], [1.75080, 0.13521, -0.10763], [-0.84814, 0.65707, 0.75279], [-0.46134, -0.64218, 1.14956], [2.16205, -0.75600, -0.72453], [1.53842, 1.17935, 0.35426], [-0.78589, 0.94110, -1.32466], [-0.18904, -1.92812, -0.60952], [-1.53531, 1.24436, 1.26610]]
}

Entry 3:
{
  "formula": "C3H3N2O2",
  "method": "the ωB97M-V functional and the def2-TZVPD basis",
  "charge": -1,
  "smiles": "CN=C=NC(=O)[O-]",
  "e_above_lowest_kj_mol": 68.8,
  "homo_ev": -4.33,
  "e_tot_ev": -10235.3141,
  "gap_ev": 8.19,
  "species": ["C", "N", "C", "N", "C", "O", "O", "H", "H", "H"],
  "xyz": [[-1.81416, 0.19407, 1.19064], [-0.41711, 0.29592, 1.09950], [0.35812, 0.01352, 0.10681], [1.35166, -0.36731, -0.47571], [2.26960, -0.22575, -1.74500], [2.13912, -1.20497, -2.44190], [2.91174, 0.75313, -1.70235], [-2.10635, 0.27717, 2.24750], [-2.47871, 1.02508, 0.79863], [-2.21393, -0.76086, 0.92188]]
}